# 1
This record from the Open Molecules 2025 dataset describes a cluster of 9 separate species, C38H99N5O18 in total. The level of theory is wB97M-V/def2-TZVPD.

Summary:
Energy relative to the best compared isomer or geometry (same formula, charge and spin)   0.000 eV
2S+1   1
E_HOMO   -8.47 eV
Electronic energy   -85307.4810 eV
Total charge   0
Max |F|   3.34 eV/A
Kohn-Sham gap   9.06 eV
SMILES   COCCNCCOC.COCCNCCOC.COCCNCCOC.COCCNCCOC.COCCNCCOC.OCCO.OCCO.OCCO.OCCO

Each line ends with the Löwdin charge.
CARTESIAN COORDINATES (ANGSTROEM)
C1 10.75148 10.20726 9.11075  -0.093
C2 8.52533 13.56809 15.30229  -0.110
O1 12.96753 13.83488 9.20022  -0.205
H1 19.54526 14.97018 11.87178  0.059
H2 13.75511 15.94632 10.61411  0.077
H3 15.39986 13.75311 14.76730  0.122
H4 17.19180 15.03851 8.99439  0.106
H5 16.11673 10.74815 9.53802  0.093
H6 12.38505 9.36518 13.50997  0.066
H7 16.75801 12.75633 16.13458  0.038
H8 10.67239 11.62502 13.97926  0.113
C3 16.51064 14.43082 18.45313  -0.179
H9 10.45630 14.58469 9.61340  0.107
C4 12.63695 16.08032 13.63395  -0.234
C5 16.38410 15.83810 17.84114  -0.211
H10 14.90637 13.53843 8.39385  0.092
C6 14.75920 17.40698 17.01978  -0.064
H11 12.51691 8.44629 11.28314  0.127
H12 14.99116 12.45934 19.36986  0.141
H13 13.32053 11.53210 12.91448  0.039
H14 18.40871 14.64290 7.72746  0.128
H15 10.25503 9.00927 12.34848  0.097
C7 11.09870 10.68856 14.36868  -0.199
H16 14.93080 8.43476 13.33770  0.020
N1 17.71295 12.95506 10.59026  -0.034
H17 18.15267 16.54847 15.25029  0.109
H18 14.96567 15.02510 12.61590  0.100
H19 13.64553 12.20273 8.11243  0.087
H20 8.12444 12.60650 15.70575  0.093
H21 8.57673 14.32582 10.81127  0.118
H22 18.43678 10.89035 10.51321  0.121
O2 14.37892 8.32028 14.07044  -0.071
O3 17.02836 12.34571 15.27822  -0.122
H23 14.44899 9.31899 10.19316  0.052
O4 19.14240 10.38954 14.76920  -0.045
H24 14.46837 12.45702 9.63396  0.040
H25 21.46705 11.16483 13.94744  0.093
H26 16.89365 16.59677 18.45806  0.131
H27 11.58803 12.51888 10.11454  0.080
H28 10.35370 7.22250 14.07319  0.087
C8 9.12765 13.83531 11.62353  -0.183
N2 14.90574 17.00609 13.09019  -0.034
H29 12.63382 10.11412 10.68247  0.121
C9 18.15397 14.55108 8.79086  -0.218
O5 13.99195 12.21775 13.05103  -0.124
H30 15.34772 17.48256 16.10747  0.074
C10 15.33479 8.73850 10.45669  -0.098
H31 11.55404 10.92232 8.90255  0.072
C11 15.52926 12.18592 18.37763  -0.201
H32 19.01574 12.65804 8.91354  0.118
H33 13.64775 17.90467 9.17990  0.111
H34 9.75533 10.26441 16.01343  0.122
H35 12.69796 13.25481 11.17110  0.107
C12 14.03721 12.96188 8.79315  -0.075
C13 16.00363 12.89624 14.34680  -0.155
C14 16.28323 10.89598 10.57866  -0.192
H36 11.46974 6.72881 15.27989  0.074
H37 12.65801 8.40908 16.33242  0.073
H38 15.06534 7.87171 11.11899  0.098
H39 7.34336 13.63550 12.93727  0.134
H40 16.40379 15.93027 12.02677  0.097
H41 13.24721 18.12663 13.74658  0.129
H42 11.47106 12.12802 17.33814  0.089
H43 18.17915 16.97528 9.32251  0.085
H44 11.45007 14.44185 15.16455  0.066
H45 7.71416 14.35493 15.18025  0.103
N3 11.80157 10.10710 13.25142  -0.043
H46 11.67193 15.60079 10.30469  0.119
H47 15.02896 7.24587 17.18493  0.117
H48 15.14775 17.89918 8.14596  0.073
H49 12.47536 12.64882 18.76475  0.098
H50 11.01136 14.27461 12.46907  0.067
O6 13.46900 11.89472 17.07893  -0.234
H51 15.55540 10.92690 13.56958  0.084
H52 15.34936 17.88641 12.84211  0.113
H53 17.93494 14.80401 14.85984  0.132
C15 14.99316 11.72484 13.98356  -0.189
H54 18.08814 16.41324 13.04714  0.109
C16 12.52105 14.39375 15.22889  -0.081
H55 14.43349 10.29514 18.11841  0.104
H56 17.77288 11.45523 12.03924  0.120
O7 20.78452 13.00399 14.35279  -0.091
H57 15.41640 11.40921 11.02482  0.097
H58 12.93136 13.62017 14.53017  0.090
C17 14.82744 15.92178 10.74802  -0.185
O8 11.11515 8.98131 9.76879  -0.174
C18 14.56930 17.30513 8.81944  -0.103
C19 10.94956 9.77538 12.10875  -0.181
H59 12.77639 14.22561 16.25147  0.071
C20 8.40811 13.99371 12.93463  -0.231
H60 16.80116 15.81866 16.81224  0.101
H61 15.18143 10.93940 16.65201  0.095
H62 15.58934 8.95776 15.60394  0.087
H63 18.42530 11.00401 14.67794  0.027
H64 19.81974 16.55352 13.27656  0.124
C21 11.85324 9.30071 10.98457  -0.195
C22 12.38161 11.89443 17.94850  -0.134
H65 15.76586 8.42114 9.48701  0.096
C23 15.33751 15.94972 12.18629  -0.178
H66 20.62056 10.22560 16.10968  0.111
C24 10.18827 9.78860 15.12028  -0.204
H67 16.41171 13.22332 13.38826  0.092
H68 16.07363 7.45464 14.84410  0.139
H69 12.20650 10.93232 18.36734  0.073
C25 18.68887 15.67580 14.89988  -0.295
H70 9.28626 9.45603 14.53000  0.138
H71 9.17411 12.77350 11.32564  0.101
H72 20.07822 12.96935 13.72585  0.043
H73 15.08924 14.93470 10.34440  0.103
O9 15.41653 16.97914 9.92085  -0.203
C26 14.34804 7.39630 16.36371  -0.234
C27 18.05889 13.08736 9.17689  -0.211
O10 13.46050 8.32529 16.91539  -0.070
C28 13.47728 17.21426 13.15708  -0.223
H74 18.47446 13.38100 11.16600  0.093
C29 20.14102 10.99685 15.52810  -0.283
O11 13.05014 15.66165 14.91237  -0.185
H75 8.36102 15.07704 13.11651  0.121
H76 10.40040 9.82588 8.21232  0.069
H77 16.15063 14.50365 19.46550  0.105
C30 10.62398 7.35369 15.11875  -0.054
O12 15.00505 16.15125 17.74157  -0.201
H78 17.58281 14.16440 18.51946  0.128
C31 12.11657 13.43418 10.27172  -0.209
H79 14.99317 18.27915 17.62798  0.082
N4 15.88334 13.38820 17.62427  -0.063
C32 17.65309 11.53369 10.93247  -0.184
C33 15.19251 8.03580 15.22784  -0.182
H80 22.09940 11.96735 15.42108  0.142
C34 11.17996 14.59496 10.40572  -0.182
O13 10.99787 8.68755 15.43860  -0.233
H81 14.41892 11.37040 14.84886  0.093
O14 19.28363 14.67623 12.74898  -0.080
H82 10.31443 10.66024 11.85240  0.120
O15 16.30674 9.54653 11.15232  -0.213
N5 10.43348 14.62597 11.70878  -0.026
H83 19.74281 16.95916 8.46662  0.095
H84 19.67952 11.69652 16.27692  0.137
H85 11.82902 11.05559 15.09507  0.111
O16 19.17877 15.15564 9.58049  -0.209
O17 19.77120 15.40951 15.72807  -0.060
H86 14.98838 13.82689 17.35298  0.111
H87 9.96057 10.69960 9.64453  0.072
H88 14.13125 16.43566 8.38529  0.063
H89 13.94846 6.51106 15.94780  0.099
C35 14.68430 11.20290 17.60674  -0.150
C36 21.21706 11.69289 14.79379  -0.195
O18 9.06472 13.34388 14.02723  -0.244
H90 20.13217 14.49655 15.49964  0.090
C37 18.98208 15.88632 13.46140  -0.228
H91 9.78409 7.11220 15.76760  0.096
C38 19.21992 16.59006 9.37581  -0.069
H92 17.24185 12.65713 8.60406  0.108
H93 12.78006 15.22409 12.91857  0.111
H94 9.27765 13.97437 15.98520  0.073
H95 13.73451 17.40124 16.72887  0.064
H96 19.68365 16.93342 10.27625  0.070
H97 16.46678 11.70024 18.71662  0.131
H98 11.58669 16.42530 13.69275  0.136
H99 13.11110 17.60732 12.22697  0.103

# 2
This record from the Open Molecules 2025 dataset describes a cluster of 10 separate species, C39H100N4O19 in total. The level of theory is wB97M-V/def2-TZVPD.

Summary:
2S+1   1
E_HOMO   -8.22 eV
Electronic energy   -86913.9638 eV
Total charge   0
Max |F|   3.24 eV/A
Kohn-Sham gap   8.50 eV
SMILES   CC1(C)CCCC(C)(C)N1O.COCCNCCOC.COCCNCCOC.COCCNCCOC.OCCO.OCCO.OCCO.OCCO.OCCO.OCCO

Each line ends with the Löwdin charge.
CARTESIAN COORDINATES (ANGSTROEM)
H1 -12.09927 20.31209 0.64692  0.105
C1 -26.79446 14.31321 7.32727  -0.032
H2 -23.55022 11.27768 6.40293  0.106
O1 -13.98779 20.64191 2.58277  -0.204
H3 -21.99366 16.39737 7.17484  0.077
O2 -19.95416 17.98706 16.28062  -0.013
H4 -28.33163 19.92861 14.35278  0.105
H5 -21.96332 15.47304 4.22708  0.079
H6 -23.39712 30.05997 2.55810  0.123
H7 -14.20895 21.95068 4.18669  0.081
H8 -9.85131 22.39400 -1.56845  0.085
H9 -27.36824 13.62493 7.94787  0.080
H10 -23.46208 29.24909 -5.46800  0.084
H11 -31.93957 18.81420 14.20907  0.086
H12 -17.33090 27.07217 12.34076  0.109
H13 -23.68627 28.39511 -6.96116  0.079
H14 -22.75751 27.61925 -5.68120  0.089
C2 -22.96874 23.34277 8.74252  -0.231
C3 -23.51923 12.29811 6.78487  -0.178
C4 -31.21662 23.33920 5.30698  -0.253
C5 -19.29681 27.20461 13.10821  -0.264
C6 -30.27443 22.48296 4.43651  -0.220
H15 -25.41635 24.78277 -2.64143  0.110
H16 -22.44702 24.47421 0.20526  0.088
H17 -29.69868 32.87525 7.89678  0.118
H18 -29.80201 21.74962 16.40144  0.084
H19 -29.04027 22.87369 14.57189  0.110
H20 -19.82725 17.91199 17.22924  0.094
H21 -22.52931 31.82195 0.80574  0.121
O3 -9.80750 21.36025 0.20352  -0.198
H22 -9.39494 20.35104 1.89952  0.119
O4 -17.29543 26.72684 14.36013  -0.067
C7 -10.43446 19.02704 0.51807  -0.186
H23 -14.36671 19.05684 1.38876  0.124
H24 -12.92520 20.76547 4.34878  0.081
O5 -21.78175 15.58208 16.93191  -0.043
H25 -8.44932 19.94968 0.46925  0.115
H26 -21.04347 14.97841 6.71755  0.075
H27 -23.31587 13.11234 4.71015  0.112
O6 -30.03720 21.17153 5.01434  -0.087
C8 -23.15403 14.81327 6.09952  -0.446
C9 -13.95165 20.90628 4.01017  -0.085
H28 -23.75160 13.93788 9.09338  0.049
H29 -25.55259 16.52938 6.20330  0.100
H30 -21.89169 18.17422 16.71594  0.137
C10 -21.59696 16.28973 15.76136  -0.298
N1 -11.86023 19.34320 0.80257  -0.065
H31 -19.68248 27.43219 12.11445  0.116
O7 -24.61524 27.58212 -5.12798  -0.215
O8 -23.64555 25.60977 8.21820  -0.069
H32 -22.56037 16.33781 15.25380  0.125
C11 -28.24384 20.89799 17.20950  -0.217
H33 -12.04819 18.01148 2.45396  0.116
H34 -23.64569 15.34135 3.88295  0.078
C12 -22.98273 13.30411 5.73012  -0.136
C13 -13.78873 19.27686 2.28633  -0.228
H35 -26.52030 26.30417 -4.25477  0.112
H36 -26.71548 25.51544 -1.72724  0.118
H37 -21.08699 15.81081 17.55368  0.082
C14 -26.36747 27.20610 -3.66209  -0.191
H38 -17.25678 25.77606 14.23321  0.091
H39 -25.11556 25.97780 0.05475  0.111
O9 -23.33684 25.73285 -1.00795  -0.206
C15 -30.82306 31.54662 6.56609  -0.200
H40 -23.97370 31.60626 2.37466  0.120
C16 -23.87124 30.68491 1.80130  -0.279
N2 -24.53622 15.01122 6.55831  -0.121
H41 -10.44047 18.94608 -0.56891  0.096
H42 -23.68674 31.17953 -0.28849  0.128
C17 -17.76178 27.45272 13.26685  -0.247
C18 -25.00203 12.62247 6.91692  -0.167
H43 -27.25292 27.62445 -3.18348  0.115
H44 -29.33549 31.65040 5.27115  0.071
H45 -22.94587 12.24645 7.71043  0.108
C19 -9.45991 20.13534 0.83305  -0.227
H46 -30.54149 22.40046 3.38295  0.120
H47 -23.09540 23.08915 7.69003  0.117
O10 -20.03621 28.02915 13.94807  -0.062
C20 -9.57678 21.39700 -1.22389  -0.094
C21 -22.94531 15.52871 4.69688  -0.046
H48 -27.16420 20.91844 17.35797  0.118
H49 -22.62715 29.00401 0.15966  0.077
O11 -32.53598 23.23355 4.81925  -0.054
C22 -28.97964 20.84157 18.53568  -0.204
C23 -30.87582 19.03287 14.11569  -0.101
H50 -14.23959 18.66849 3.07036  0.110
H51 -8.50453 21.38029 -1.41910  0.080
H52 -31.09100 22.96327 6.32236  0.118
O12 -28.73929 30.97299 7.69071  -0.070
H53 -10.25930 18.06531 1.00026  0.119
H54 -31.54153 21.56444 19.57652  0.089
H55 -23.64513 21.56941 9.17264  0.078
H56 -20.93898 15.74185 15.08682  0.129
H57 -25.03363 24.08411 8.75688  0.117
H58 -24.68761 24.32128 -0.45248  0.115
H59 -27.49483 22.11279 14.87677  0.114
H60 -28.34295 19.97066 16.64530  0.106
C24 -12.29239 19.03158 2.15749  -0.217
H61 -23.02474 25.95471 0.97829  0.083
H62 -31.77098 32.05871 6.73137  0.114
H63 -32.84899 22.40253 5.18396  0.082
H64 -27.04369 14.24706 6.26820  0.077
O13 -30.21024 32.04070 5.33505  -0.080
H65 -30.26975 18.21933 14.51438  0.080
C25 -29.87067 31.80657 7.76851  -0.259
H66 -24.28755 26.30268 8.38936  0.083
C26 -22.01872 15.31257 7.07154  -0.019
H67 -19.50030 26.15107 13.29990  0.112
H68 -28.17600 31.11962 8.45413  0.087
N3 -25.37628 26.91082 -2.61241  -0.068
H69 -28.90320 21.80556 19.03862  0.122
N4 -28.81496 21.96368 16.39829  -0.068
H70 -30.78908 24.34035 5.36199  0.115
H71 -29.00762 20.98356 13.11863  0.112
H72 -29.29598 22.94583 4.56488  0.109
H73 -21.93753 23.67427 8.86429  0.121
O14 -22.21982 29.87296 0.18470  -0.050
H74 -30.86488 19.99679 20.25439  0.084
O15 -24.77939 16.38625 6.75402  -0.006
H75 -25.47384 12.36592 5.96841  0.120
H76 -32.07859 19.94437 19.09563  0.083
H77 -27.04593 15.33304 7.61849  0.067
H78 -25.39617 13.47138 9.60316  0.074
H79 -22.03336 14.84522 8.05615  0.062
O16 -30.35972 20.53915 18.25514  -0.196
C27 -23.08603 30.91222 0.58088  -0.270
C28 -24.01621 24.43314 8.93339  -0.261
C29 -28.57205 21.97034 14.96281  -0.196
C30 -29.06695 20.71283 14.17281  -0.189
O17 -23.17303 22.24538 9.66437  -0.067
H80 -26.40348 28.71631 -5.30659  0.113
C31 -25.22461 14.06622 7.41076  -0.465
H81 -14.76972 20.41619 4.53806  0.085
C32 -23.62084 28.25351 -5.88237  -0.097
H82 -21.57337 26.03871 -0.00998  0.093
C33 -31.21343 20.54403 19.37854  -0.115
H83 -30.36061 31.42071 8.66247  0.109
H84 -25.45681 29.16000 -3.94385  0.114
C34 -25.66014 25.61501 -1.98110  -0.199
H85 -19.88277 27.75697 14.85580  0.088
C35 -24.72829 25.36617 -0.76014  -0.175
H86 -11.73026 19.70775 2.80160  0.106
C36 -24.81457 14.15084 8.98013  -0.011
H87 -28.46587 20.09188 19.13743  0.118
H88 -24.00649 24.71125 9.98726  0.112
C37 -21.23718 17.67903 15.99865  -0.337
H89 -23.04088 16.58985 4.92699  0.064
H90 -21.94012 12.98772 5.69912  0.109
H91 -30.87409 20.71329 4.90832  0.069
H92 -24.95435 15.19128 9.27348  0.072
C38 -22.54457 25.55326 0.08589  -0.162
O18 -25.09496 30.11197 1.44902  -0.052
H93 -25.42223 11.93257 7.64876  0.115
H94 -17.57996 28.52197 13.37511  0.123
H95 -30.64686 18.93755 13.05429  0.074
H96 -31.04094 30.48102 6.49465  0.111
H97 -24.48883 26.82944 -3.08770  0.094
H98 -24.86491 29.55252 0.70358  0.074
H99 -21.49903 18.04315 15.00520  0.124
H100 -10.05104 20.65817 -1.86988  0.081
O19 -30.40783 20.30930 14.57047  -0.200
C39 -25.71068 28.30605 -4.57188  -0.196